A gas-phase ion, C5H6O2P (charge -1) at a distorted geometry, computed with ωB97M-V/def2-TZVPD.

```
14
Properties=species:S:1:pos:R:3:forces:R:3
C -0.0703 -0.9127 -0.2279 -2.709 1.193 1.194
C 1.2081 -1.0873 -0.5499 3.517 0.781 -0.444
C -0.1660 1.4590 -0.5413 -1.787 2.687 1.073
C -0.7053 0.3452 0.0008 -0.362 -3.165 -1.029
C -2.1357 0.2761 0.6373 3.563 1.528 1.360
O 2.7151 0.2658 1.2638 -0.050 1.317 0.169
O 3.6477 -0.0865 -1.1330 1.258 0.637 -1.160
P 2.5520 0.0262 -0.1814 -1.878 -3.239 0.879
H -0.6957 -1.7875 -0.1972 -0.358 -0.345 0.076
H 1.5107 -2.0173 -0.9789 0.472 -0.314 -0.595
H -0.6461 2.5088 -0.4983 1.210 -1.558 -0.396
H -2.1580 1.3502 0.6898 -1.460 0.622 1.228
H -2.1048 -0.2763 1.6042 0.065 0.814 -0.467
H -2.9518 -0.0637 0.1118 -1.480 -0.958 -1.890
```
Forces are in eV/Å.

Calculated values
Multiplicity: 3
E_tot in a.u.: -685.85884
ΔE to the lowest compared entry with this formula, charge and spin in eV: 0.0000
Orbital gap (spin up / spin down) in hartree: 0.1856 / 0.2627
E_HOMO (spin up / spin down) in eV: -1.086 / -4.065
E_LUMO (spin up / spin down) in eV: 4.0 / 3.1
Charge: -1


A molecular structure, C5H6O2S at a distorted geometry, computed with ωB97M-V/def2-TZVPD.

```
14
Properties=species:S:1:pos:R:3:forces:R:3
C 0.6234 -0.0435 -0.0260 1.767 1.064 -1.293
C -0.0573 -0.9309 -1.0572 1.462 1.056 -2.425
C -1.3106 0.2016 0.3224 -4.254 1.387 0.036
C -0.2062 -0.3064 1.1670 -0.038 -2.496 1.552
C -0.2704 1.2257 -0.2079 -0.078 -0.744 -0.589
H 2.4518 1.3686 0.1482 0.198 -1.753 -0.477
H 0.3164 -0.5001 -2.0856 -0.960 -1.360 1.550
H 0.2659 -1.9670 -0.8817 -0.552 0.040 -0.424
H -2.3517 0.4043 0.7302 1.439 0.027 -0.540
H -0.2533 -1.3572 1.4701 -0.166 -0.021 -0.194
H -0.0056 0.2396 2.0578 0.157 0.940 0.489
O -1.4571 -0.6615 -0.8416 1.159 -0.073 1.200
O -0.1503 2.3409 -0.5919 0.021 -0.044 0.345
S 2.4051 -0.0141 -0.2039 -0.155 1.977 0.770
```
Forces are in eV/Å.

Calculated values
E_tot in a.u.: -742.69844
ΔE to the lowest compared entry with this formula, charge and spin in eV: 2.3525
Orbital gap in hartree: 0.3667
E_HOMO in eV: -9.356
E_LUMO in eV: 0.6


2 unconnected molecules or ions with the total composition C5H6O2S at a distorted geometry, computed with ωB97M-V/def2-TZVPD.

```
14
Properties=species:S:1:pos:R:3:forces:R:3
C -1.6387 0.7643 0.2393 -2.285 -1.311 1.687
C -2.4458 0.3241 1.2066 1.238 0.890 -1.567
C -1.3358 1.8268 -0.8627 0.326 1.131 2.110
C -0.4685 0.7165 -0.4725 1.530 0.094 0.166
C 1.2957 -0.9646 1.1325 -1.308 0.682 -6.459
O 1.2640 1.7289 1.2850 -1.109 -0.714 -0.708
O 2.2230 0.5838 -0.6321 -0.385 0.183 -1.338
S 1.1435 0.6562 0.3050 2.178 0.237 1.740
H -1.9147 1.6758 -1.7397 -0.390 0.278 -0.653
H -1.2361 2.8514 -0.3651 0.088 -1.347 -1.227
H -1.1185 -1.1538 -2.5477 0.062 0.067 0.080
H 0.9539 -1.6376 0.2747 0.263 0.391 1.664
H 2.3033 -1.0664 1.2644 2.641 -0.142 0.350
H 0.7827 -0.9350 1.9657 -2.848 -0.440 4.155
```
Forces are in eV/Å.

Calculated values
E_tot in a.u.: -742.38575
ΔE to the lowest compared entry with this formula, charge and spin in eV: 10.8610
Orbital gap (spin up / spin down) in hartree: 0.2979 / 0.3165
E_HOMO (spin up / spin down) in eV: -9.633 / -10.889
E_LUMO (spin up / spin down) in eV: -1.5 / -2.3


C5H6O2S in the gas phase at a distorted geometry, computed with ωB97M-V/def2-TZVPD.

```
14
Properties=species:S:1:pos:R:3:forces:R:3
C -0.7709 1.0024 1.4139 3.184 0.987 2.150
C -1.3137 -0.2367 0.5461 0.947 0.178 -1.851
C -0.1204 -1.2360 -0.1099 0.215 0.782 2.505
C 1.2136 -0.3936 -0.2995 -3.514 0.610 -0.698
C 0.9744 0.3457 -1.6082 -1.804 4.005 1.265
H -1.5022 1.9604 1.7403 1.467 -2.753 -1.129
H -1.7937 0.2649 -0.3912 0.599 -0.876 1.678
H -2.0754 -0.8773 1.0763 0.847 0.878 -0.401
H 1.2706 0.3559 0.5838 0.342 -1.453 -1.644
H 2.0498 -0.9472 -0.5409 1.743 -1.745 0.438
H 1.8396 0.3955 -2.2906 -0.365 -0.412 -0.427
O 0.4416 1.0978 1.8519 -5.780 -0.120 -1.563
O 0.0246 1.1523 -1.7433 2.220 -2.441 -0.255
S -0.2380 -2.8841 -0.2288 -0.101 2.359 -0.068
```
Forces are in eV/Å.

Calculated values
E_tot in a.u.: -742.66388
ΔE to the lowest compared entry with this formula, charge and spin in eV: 3.2927
Orbital gap in hartree: 0.3079
SMILES: O=CCC(=S)CC=O
E_HOMO in eV: -9.001
E_LUMO in eV: -0.6


C5H6O2S in the gas phase at a distorted geometry, computed with ωB97M-V/def2-TZVPD.

```
14
Properties=species:S:1:pos:R:3:forces:R:3
C -2.5629 0.6478 0.1832 -2.205 0.028 -4.327
C -1.5094 -0.4694 -0.0291 -2.469 0.121 1.358
C -0.2955 -0.1403 0.8100 1.024 -1.222 -4.511
C 0.8757 -1.1483 0.5783 -4.175 2.091 -4.559
C 1.7122 -0.1809 -0.0071 2.957 2.870 -0.947
H -3.4830 0.5755 -0.6146 1.306 -1.031 2.641
H -2.2138 1.3773 -0.5609 0.881 0.882 0.984
H -2.8564 1.1022 1.1455 0.559 -0.531 -0.519
H -0.4083 0.0889 1.7999 -0.793 0.779 2.348
H 1.1162 -1.6307 1.4012 1.744 -2.655 3.459
H 0.7615 -1.7238 -0.4216 -0.731 -0.119 2.016
O -1.6895 -1.4393 -0.7479 0.954 1.463 0.881
O 2.8346 -0.2828 -0.3530 0.542 0.466 -0.305
S 0.5376 1.3584 -0.1971 0.405 -3.142 1.481
```
Forces are in eV/Å.

Calculated values
E_tot in a.u.: -742.69763
ΔE to the lowest compared entry with this formula, charge and spin in eV: 2.3745
Orbital gap in hartree: 0.3548
SMILES: CC(=O)[C@H]1CC(=O)S1
E_HOMO in eV: -9.738
E_LUMO in eV: -0.1


C5H6O3 in the gas phase at a distorted geometry, computed with ωB97M-V/def2-TZVPD.

```
14
Properties=species:S:1:pos:R:3:forces:R:3
C -0.9519 0.5073 -1.0581 -0.347 0.710 0.326
C 0.1433 -0.8899 0.1558 0.894 1.592 3.740
C 1.4262 -1.3643 0.9918 -2.082 -0.252 -0.577
C 1.2225 -0.0383 1.8437 -1.445 -1.312 0.795
C 0.5390 0.5464 0.6116 0.947 -3.192 -2.342
H -0.7314 -1.1169 0.8305 0.622 -0.263 -0.753
H 2.2914 -1.4589 0.3996 1.281 0.418 -0.551
H 1.2341 -2.3441 1.4234 0.163 0.216 0.509
H 2.0876 0.4336 2.2563 0.498 0.465 -0.024
H 0.5160 -0.2352 2.6552 0.138 -0.116 0.019
H 1.4363 0.7440 0.0132 -0.264 0.752 -0.517
O -1.7414 0.9001 -1.8467 0.493 0.111 0.547
O -0.3248 -0.7194 -1.1534 0.027 0.696 0.252
O -0.5725 1.2456 0.1442 -0.925 0.177 -1.425
```
Forces are in eV/Å.

Calculated values
E_tot in a.u.: -419.75529
ΔE to the lowest compared entry with this formula, charge and spin in eV: 2.2888
Orbital gap in hartree: 0.4195
SMILES: O=C1O[C@H]2CC[C@@H]2O1
E_HOMO in eV: -10.535
E_LUMO in eV: 0.9


C5H6O3 in the gas phase at a distorted geometry, computed with ωB97M-V/def2-TZVPD.

```
14
Properties=species:S:1:pos:R:3:forces:R:3
C -0.8933 -1.1882 2.1636 0.084 -0.161 0.312
C -0.5877 -1.2799 0.6043 -0.175 -3.684 -0.848
C -0.6582 -2.3290 -0.2973 2.201 -2.082 0.034
C 0.3562 0.5061 -0.8708 1.130 -1.820 1.078
C 0.8111 2.0028 -0.6683 -1.391 -2.740 -0.549
H -1.7466 -0.4672 2.1248 0.723 -0.450 0.905
H -1.0615 -2.0348 3.0043 0.030 1.280 -2.969
H 0.0409 -0.7025 2.5586 -1.070 0.008 -0.402
H -1.0200 -3.3457 0.1117 0.470 1.962 -0.335
H 0.0589 -2.6354 -1.3367 -2.663 2.041 3.061
H 1.4657 2.4555 -1.2893 2.733 0.054 -3.462
O -0.2179 -0.0253 0.2878 0.859 2.969 -1.138
O 0.7615 -0.1593 -1.7851 -0.701 0.845 0.340
O 0.4681 2.7420 0.1519 -2.232 1.780 3.974
```
Forces are in eV/Å.

Calculated values
E_tot in a.u.: -419.70654
ΔE to the lowest compared entry with this formula, charge and spin in eV: 3.6155
Orbital gap in hartree: 0.3248
SMILES: C=C(C)OC(=O)C=O
E_HOMO in eV: -9.245
E_LUMO in eV: -0.4


A molecular structure, C5H6O3Rh at a distorted geometry, computed with ωB97M-V/def2-TZVPD.

```
15
Properties=species:S:1:pos:R:3:forces:R:3
C 3.0772 1.8269 -0.1967 0.178 0.525 0.452
C 2.0444 1.0025 -0.8930 -0.242 -0.865 0.811
C 0.6902 1.0853 -0.2272 1.880 2.940 -0.553
C -0.1101 0.0217 -0.0404 -1.741 -2.990 -0.093
O -1.2349 0.0215 0.6591 7.929 4.617 -2.634
Rh -2.6338 -0.8251 1.0948 -5.283 -2.549 1.992
H 3.2821 2.8594 -0.4853 -0.132 -0.437 -0.002
H 3.5635 1.4375 0.7008 -0.163 0.047 -0.429
H 2.3539 -0.0594 -0.9065 -0.132 0.316 -0.167
H 1.9698 1.3185 -1.9457 -0.319 0.113 -0.036
H 0.3553 2.0675 0.1228 0.102 -0.226 -0.002
O -5.1436 -4.2144 0.7310 1.189 0.926 0.054
O -3.8816 -2.3075 1.0673 -0.615 -0.702 0.238
C -4.4669 -3.3034 0.8772 -2.438 -2.150 -0.137
H 0.1346 -0.9311 -0.5582 -0.214 0.435 0.505
```
Forces are in eV/Å.

Calculated values
Multiplicity: 6
E_tot in a.u.: -529.45271
ΔE to the lowest compared entry with this formula, charge and spin in eV: 0.0000
Orbital gap (spin up / spin down) in hartree: 0.2726 / 0.2599
E_HOMO (spin up / spin down) in eV: -15.278 / -19.385
E_LUMO (spin up / spin down) in eV: -7.9 / -12.3
Charge: +2


- Among the records above, which one has the lowest E_tot?
  number 2